1.
This record from the Open Molecules 2025 dataset describes 8 unconnected molecules or ions with the total composition C14H32ClN2O9S. The level of theory is ωB97M-V/def2-TZVPD.

The molecular weight comes out at 439.94 g/mol. Its energy relative to the best compared isomer or geometry (same formula, charge and spin) is 0.0 kcal per mole. The net charge is -1.

Geometry as XYZ:
```
59
Properties=species:S:1:pos:R:3:nbo_charge:R:1
Cl -0.1879 -0.8575 0.7972 2.52
O 1.1375 -1.2419 1.2905 -0.89
O -0.2027 0.5651 0.4419 -0.91
O -0.3902 -1.6871 -0.3435 -0.85
O -1.0933 -1.0421 1.9268 -0.84
C 0.4554 -2.1973 4.6756 -0.27
O 0.7910 -3.3191 5.5050 -0.73
H 1.1450 -1.9268 3.8760 0.18
H -0.4315 -2.4760 4.1065 0.20
H 0.3586 -1.2529 5.2111 0.16
H 1.5155 -3.0822 6.0886 0.46
C 2.3535 3.2380 1.0376 -0.26
O 3.0607 1.9811 1.0168 -0.74
H 1.3357 3.0064 1.3515 0.18
H 2.6934 3.9718 1.7685 0.17
H 2.3173 3.7731 0.0886 0.17
H 2.4327 1.3090 0.7423 0.48
C -0.2583 1.8692 -2.7745 -0.25
O 0.6961 2.0562 -1.7433 -0.76
H -0.7641 0.9369 -2.5237 0.16
H -1.0553 2.6116 -2.8175 0.16
H 0.3169 1.8161 -3.6989 0.17
H 0.3786 1.6999 -0.9104 0.50
C 2.1945 0.7729 4.1439 -0.25
O 1.9173 1.9188 4.8395 -0.72
H 3.2171 0.8272 3.7706 0.16
H 2.0653 -0.0890 4.7985 0.14
H 1.6135 0.5637 3.2457 0.21
H 2.5898 2.0101 5.5186 0.46
N -3.3925 1.1176 0.9152 -0.48
C -4.3704 1.7669 0.2082 -0.10
C -5.3150 2.2024 1.1395 -0.32
C -4.7310 1.9827 2.3839 -0.32
C -3.5203 1.2750 2.2306 -0.06
H -2.5539 0.8074 0.4455 0.43
H -4.4556 1.6584 -0.8630 0.20
H -6.2190 2.6977 0.8173 0.21
H -5.2116 2.2982 3.2982 0.21
H -2.8265 0.7958 2.9054 0.24
N -1.5530 -2.5549 -3.5696 -0.48
C -2.8639 -2.3990 -3.6432 -0.08
C -3.3769 -3.2428 -4.5740 -0.31
C -2.3160 -3.8633 -5.1792 -0.32
C -1.2205 -3.4298 -4.4860 -0.08
H -0.8810 -2.0801 -2.9839 0.44
H -3.4161 -1.7170 -3.0136 0.21
H -4.3518 -3.3585 -5.0239 0.21
H -2.2659 -4.4953 -6.0535 0.21
H -0.2251 -3.8487 -4.4843 0.20
C 2.5053 -0.5165 -3.1240 -0.86
S 4.2825 -0.6282 -2.7018 1.21
O 5.1415 0.2990 -3.5093 -0.99
C 4.2042 0.0835 -1.0237 -0.83
H 2.1999 0.5245 -3.0177 0.25
H 1.8812 -1.0222 -2.3872 0.24
H 2.1909 -0.8059 -4.1268 0.23
H 5.0819 -0.2262 -0.4564 0.23
H 3.2852 -0.2437 -0.5373 0.24
H 4.0912 1.1676 -1.0147 0.26
```


2.
This record from the Open Molecules 2025 dataset describes a molecular structure, C14H32CuN2O10. The level of theory is ωB97M-V/def2-TZVPD.

The molecular weight comes out at 451.96 g/mol. Its energy relative to the best compared isomer or geometry (same formula, charge and spin) is 201.6 kcal per mole. The net charge is -1.

Geometry as XYZ:
```
59
Properties=species:S:1:pos:R:3:nbo_charge:R:1
Cu -16.4647 -10.6509 -2.1910 0.74
O -12.0075 -15.4853 -5.8702 -0.71
C -12.9102 -14.9355 -5.1050 0.91
O -12.8744 -13.7553 -4.8059 -0.74
O -13.8064 -15.6699 -4.6524 -0.82
H -12.4028 -16.3597 -5.8409 0.48
O -13.0702 -4.5085 0.4350 -0.72
C -12.5926 -5.3536 -0.4845 0.90
O -11.4657 -5.1460 -0.9194 -0.78
O -13.1735 -6.3873 -0.8317 -0.74
H -12.2402 -4.0564 0.2669 0.49
C -20.4202 0.5244 7.0551 -0.25
O -20.6911 -0.3371 5.9457 -0.57
C -21.6215 -1.3975 6.0235 -0.07
C -21.6133 -2.1571 4.7136 -0.23
N -20.3478 -2.8381 4.4443 -0.62
C -20.1609 -4.0075 5.2887 -0.26
C -19.0605 -4.9364 4.6944 -0.06
O -19.3811 -5.4649 3.3918 -0.54
C -20.6213 -6.1811 3.3198 -0.25
H -21.1736 0.5780 7.8410 0.17
H -20.1597 1.4689 6.5773 0.20
H -19.5728 0.0974 7.5915 0.17
H -22.5805 -0.9685 6.3142 0.17
H -21.3168 -2.0891 6.8090 0.15
H -21.8078 -1.5445 3.8333 0.21
H -22.3662 -2.9379 4.8214 0.18
H -19.6826 -2.0961 4.6084 0.36
H -21.0977 -4.5629 5.2451 0.18
H -19.9356 -3.7324 6.3191 0.17
H -18.8994 -5.8125 5.3227 0.16
H -18.1121 -4.4012 4.7399 0.20
H -20.5917 -6.8848 4.1517 0.17
H -20.8071 -6.5558 2.3133 0.20
H -21.4476 -5.4773 3.4200 0.16
C -17.1461 -13.1010 1.5856 -0.24
O -18.3196 -13.3306 0.9266 -0.54
C -18.6680 -14.6651 0.7624 -0.06
C -19.9447 -14.6614 -0.0074 -0.24
N -19.7338 -14.1742 -1.3026 -0.60
C -20.9141 -14.5635 -2.1209 -0.23
C -22.2566 -13.9135 -1.6491 -0.07
O -23.3152 -14.2879 -2.5630 -0.54
C -24.4336 -13.5170 -2.4834 -0.23
H -16.3207 -13.4077 0.9432 0.16
H -17.0781 -13.7411 2.4653 0.16
H -17.0716 -12.0272 1.7576 0.19
H -18.7070 -15.1637 1.7309 0.17
H -17.9411 -15.2656 0.2153 0.16
H -20.6986 -14.0230 0.4533 0.19
H -20.3380 -15.6682 0.1331 0.16
H -18.9241 -14.6849 -1.6244 0.36
H -21.0522 -15.6428 -2.0558 0.17
H -20.8426 -14.1830 -3.1398 0.21
H -22.1402 -12.8308 -1.6964 0.17
H -22.4032 -14.2105 -0.6107 0.17
H -25.2577 -13.9850 -3.0219 0.19
H -24.3431 -12.5381 -2.9541 0.16
H -24.7034 -13.3730 -1.4372 0.16
```


3.
This record from the Open Molecules 2025 dataset describes C14H32N2O4P2 in the gas phase. The level of theory is ωB97M-V/def2-TZVPD.

The molecular weight comes out at 354.37 g/mol. Its energy relative to the best compared isomer or geometry (same formula, charge and spin) is 0.0 kcal per mole. The net charge is 0.

Geometry as XYZ:
```
54
Properties=species:S:1:pos:R:3:nbo_charge:R:1
C -3.3326 0.9209 5.5651 -0.62
C -2.7612 0.7141 4.1697 0.10
C -3.8460 0.7085 3.1007 -0.63
O -1.8390 1.7773 3.9283 -0.83
P -0.6042 1.5299 2.9148 2.13
C 0.7167 2.4463 3.7987 -1.01
O -0.3287 0.0978 2.7058 -1.11
C -1.0637 2.5678 1.4119 -0.57
N -0.5531 2.1249 0.1485 -0.45
C -1.2066 0.9033 -0.3103 -0.26
C -0.6441 0.4760 -1.6675 -0.25
N 0.8000 0.3120 -1.6599 -0.46
C 1.2438 -0.8707 -0.9498 -0.60
P 0.9919 -2.3482 -2.0393 2.18
C 1.6361 -3.7598 -1.0673 -1.01
O -0.3600 -2.5304 -2.5867 -1.11
O 2.1182 -2.2093 -3.1800 -0.83
C 1.7381 -1.8320 -4.5037 0.10
C 2.0112 -0.3477 -4.7020 -0.64
C 2.5259 -2.6991 -5.4767 -0.62
C 1.4061 1.5441 -1.1901 -0.21
C 0.8912 1.9725 0.1861 -0.26
H -3.8678 1.8664 5.6085 0.21
H -4.0150 0.1122 5.8101 0.21
H -2.5300 0.9419 6.2975 0.22
H -2.2095 -0.2340 4.1233 0.20
H -4.5791 -0.0635 3.3183 0.22
H -3.3996 0.5041 2.1294 0.21
H -4.3448 1.6750 3.0684 0.21
H 1.5766 2.5864 3.1502 0.24
H 1.0093 1.8466 4.6574 0.25
H 0.3416 3.4077 4.1338 0.24
H -0.7014 3.5819 1.6082 0.22
H -2.1551 2.6065 1.3656 0.24
H -2.2736 1.1156 -0.4195 0.20
H -1.0898 0.0908 0.4181 0.20
H -1.1006 -0.4621 -1.9778 0.25
H -0.8759 1.2462 -2.4093 0.20
H 0.7460 -1.0384 0.0145 0.22
H 2.3181 -0.7947 -0.7709 0.23
H 1.4558 -4.6689 -1.6351 0.25
H 2.6987 -3.6456 -0.8814 0.24
H 1.0963 -3.8152 -0.1260 0.24
H 0.6631 -2.0243 -4.6175 0.20
H 1.4781 0.2152 -3.9389 0.24
H 3.0764 -0.1493 -4.6061 0.20
H 1.6770 -0.0344 -5.6871 0.21
H 2.2619 -2.4424 -6.4987 0.21
H 2.3027 -3.7491 -5.3064 0.21
H 3.5922 -2.5415 -5.3330 0.21
H 2.4919 1.4255 -1.1622 0.20
H 1.1593 2.3245 -1.9165 0.20
H 1.3271 2.9403 0.4537 0.20
H 1.1923 1.2314 0.9447 0.18
```


4.
This record from the Open Molecules 2025 dataset describes 3 unconnected molecules or ions with the total composition C14H32NO8P. The level of theory is ωB97M-V/def2-TZVPD.

The molecular weight comes out at 373.38 g/mol. The net charge is 0. For the electronic energy, the calculation gives -42195.2124 eV.

Geometry as XYZ:
```
56
Properties=species:S:1:pos:R:3:nbo_charge:R:1
O -0.0759 -2.6390 0.3162 -0.21
N 0.9341 -2.1362 0.6137 0.37
O 1.6032 -2.8850 1.6028 -0.43
C 2.6973 -3.5598 0.9486 0.19
O 3.3191 -4.4651 1.8372 -0.50
C 3.2247 -5.7760 1.4276 0.98
O 2.4075 -6.4535 1.8959 -0.47
O 4.1237 -6.3547 0.5242 -0.78
P 3.7456 -6.1092 -1.0522 2.50
O 2.3112 -6.0992 -1.3634 -1.10
O 4.4785 -7.2587 -1.9237 -0.96
O 4.4578 -4.6885 -1.4662 -0.98
H 2.2960 -4.0167 0.0205 0.17
H 3.4510 -2.7705 0.7101 0.17
H 3.9641 -7.3672 -2.7435 0.53
H 3.7397 -4.0621 -1.6583 0.51
C -6.1385 -0.0367 -1.0280 -0.61
C -5.0868 -0.0273 -2.1315 -0.40
C -3.9426 -1.0098 -1.8803 -0.40
C -3.1146 -0.7304 -0.6236 -0.40
C -2.4725 0.6531 -0.5653 -0.40
C -1.4692 0.8890 -1.6867 -0.61
H -5.7179 0.2604 -0.0655 0.20
H -6.9428 0.6627 -1.2651 0.21
H -6.5775 -1.0311 -0.9192 0.20
H -4.6993 0.9871 -2.2625 0.19
H -5.5701 -0.2928 -3.0767 0.20
H -3.2864 -1.0175 -2.7562 0.20
H -4.3531 -2.0223 -1.8064 0.20
H -2.3272 -1.4870 -0.5535 0.21
H -3.7406 -0.8673 0.2637 0.20
H -1.9540 0.7530 0.3932 0.20
H -3.2356 1.4367 -0.5814 0.19
H -0.6691 0.1453 -1.6514 0.20
H -1.0186 1.8784 -1.5862 0.21
H -1.9410 0.8413 -2.6700 0.20
C 1.8256 1.6031 0.4458 -0.61
C 0.8186 2.3407 1.3172 -0.40
C 0.3859 3.6840 0.7273 -0.40
C 1.5070 4.7135 0.5661 -0.40
C 2.2523 5.0619 1.8548 -0.40
C 1.3578 5.7028 2.9107 -0.61
H 2.7507 2.1710 0.3279 0.20
H 2.0826 0.6432 0.8989 0.21
H 1.4111 1.4083 -0.5461 0.20
H 1.2284 2.4770 2.3219 0.20
H -0.0682 1.7102 1.4333 0.20
H -0.4077 4.1034 1.3532 0.20
H -0.0680 3.5106 -0.2539 0.20
H 1.0776 5.6290 0.1457 0.20
H 2.2291 4.3554 -0.1742 0.20
H 3.0573 5.7615 1.6104 0.20
H 2.7360 4.1740 2.2715 0.19
H 0.9067 6.6220 2.5304 0.20
H 1.9403 5.9543 3.7991 0.21
H 0.5564 5.0305 3.2230 0.20
```